No. 1
65
Properties=species:S:1:pos:R:3:forces:R:3 method="wB97M-V/def2-TZVPD" multiplicity=1 homo_lumo_gap_ev=4.83 e_lumo_ev=-5.130 charge=+1 total_energy_ev=-47998.3135 largest_force_ha_per_bohr=0.0519
C -4.904 2.107 -0.581 -0.2019 0.5166 -0.3431
N -3.719 1.402 -0.155 -0.0956 -0.5849 0.6197
C -3.742 0.450 0.825 -0.6535 0.1215 0.8614
O -4.685 0.161 1.552 1.2147 0.1175 -1.2043
C -2.326 -0.142 0.905 -0.4518 0.2676 1.0362
C -2.224 -1.598 0.430 0.0771 0.1820 -0.6281
C -3.073 -2.498 1.272 -0.2746 -0.4586 0.4031
C -4.362 -2.860 0.879 -0.1764 0.3558 -0.1447
F -4.848 -2.385 -0.297 0.3329 -0.3805 0.6889
C -5.205 -3.604 1.696 -0.3614 -0.1852 0.0515
F -6.470 -3.869 1.321 0.8829 0.1435 0.2054
C -4.740 -4.049 2.938 -0.1460 0.0215 0.0543
F -5.549 -4.740 3.755 0.5742 0.4138 -0.5920
C -3.445 -3.724 3.345 0.0260 -0.1442 0.4098
F -3.005 -4.121 4.553 -0.2477 0.2523 -0.7443
C -2.638 -2.950 2.519 0.0116 0.3139 0.1531
F -1.429 -2.531 2.989 -0.6529 -0.3706 -0.4120
N -1.557 0.823 0.111 2.5451 -0.7684 -0.2164
C -0.217 0.702 0.018 -1.9079 0.0057 0.5988
C 0.564 1.506 -0.796 1.3755 0.7346 -0.8047
C 1.950 1.458 -0.893 -1.1938 0.1836 0.2659
C 2.698 2.359 -1.733 0.3591 0.6397 -0.6051
C 4.116 2.286 -1.757 -0.4920 -0.0086 0.1459
C 4.863 3.151 -2.548 -0.0651 0.2351 -0.2255
C 4.227 4.118 -3.347 -0.4379 -0.6695 0.5651
C 2.824 4.215 -3.330 -0.0539 -0.3086 0.2320
C 2.065 3.355 -2.541 0.4918 -0.1907 0.2380
C -2.395 1.778 -0.642 -1.0798 0.4749 -0.7192
C -2.354 1.595 -2.166 0.1253 -0.4132 -0.1099
C -2.139 3.266 -0.351 0.1570 -0.0531 0.4685
H -5.799 1.672 -0.124 0.4126 -0.0143 -0.0236
H -4.843 3.171 -0.312 -0.1415 -0.2652 0.0458
H -4.986 2.045 -1.674 -0.1523 -0.0326 0.2470
H -1.994 -0.127 1.959 -0.1269 0.2468 -0.3855
H -2.560 -1.657 -0.614 0.2113 -0.0595 0.2117
H -1.169 -1.907 0.493 -0.3141 0.0060 -0.0955
H 0.245 -0.056 0.666 -0.2953 0.2389 -0.3146
H 0.056 2.251 -1.407 0.2916 -0.4329 0.3404
H 2.508 0.743 -0.283 -0.0774 0.0947 -0.1881
H 4.603 1.547 -1.116 -0.0513 0.2097 -0.2944
H 5.951 3.079 -2.549 -0.3355 0.0160 0.0022
H 4.802 4.785 -3.976 0.0342 -0.0423 0.0726
H 2.318 4.965 -3.935 0.1675 -0.1622 0.1297
H 0.977 3.468 -2.526 0.4586 -0.0016 -0.1339
H -2.726 0.603 -2.455 0.1255 0.2363 0.0682
H -2.986 2.365 -2.630 0.2482 -0.3358 0.1182
H -1.335 1.714 -2.539 -0.2574 -0.0300 -0.1798
H -2.336 3.508 0.700 0.0700 -0.0667 -0.2042
H -1.109 3.539 -0.586 -0.1726 0.1162 0.0602
H -2.805 3.867 -0.987 0.2698 -0.2207 0.2826
C 2.973 -2.551 -0.422 -0.0207 0.2506 0.0977
N 3.335 -2.448 0.989 -0.8671 -0.2226 0.4504
N 4.718 -2.149 1.167 0.5748 1.1192 -0.5418
C 4.853 -1.264 2.312 0.0519 -0.2194 -0.1857
C 5.558 -3.335 1.224 -0.0553 -0.1247 0.6005
H 2.035 -3.104 -0.523 0.1353 -0.1344 0.0817
H 2.809 -1.580 -0.939 0.4593 -0.2835 0.0971
H 3.778 -3.118 -0.903 -0.3753 0.2419 -0.1781
H 2.809 -1.701 1.465 0.3287 -0.6620 -0.4039
H 5.876 -0.906 2.404 0.0625 -0.0410 -0.0733
H 4.199 -0.399 2.152 0.1744 -0.0297 0.1106
H 4.577 -1.747 3.258 -0.0974 -0.0507 0.0892
H 6.611 -3.028 1.255 -0.2824 0.0369 -0.1671
H 5.374 -3.930 2.132 -0.1209 -0.0473 -0.0909
H 5.404 -3.979 0.353 -0.0138 0.2223 0.1060

---

No. 2
58
Properties=species:S:1:pos:R:3:forces:R:3 method="wB97M-V/def2-TZVPD" multiplicity=1 homo_lumo_gap_ev=6.18 e_lumo_ev=-4.976 charge=+1 total_energy_ev=-30874.2250 e_above_lowest_kcal_mol=35.4 largest_force_ha_per_bohr=0.0468
C 6.070 -3.253 -0.795 -0.1618 -0.0608 -0.0694
C 4.806 -2.448 -0.667 0.0188 -0.0348 -0.4376
C 4.866 -1.054 -0.765 -0.3035 0.2610 0.2545
C 3.720 -0.279 -0.640 -0.1433 -0.0994 -0.2605
C 2.445 -0.889 -0.488 0.1607 -0.2342 0.7206
C 1.210 -0.127 -0.614 0.7640 0.8044 -2.1343
C -0.022 -0.818 -0.785 -1.2187 -0.2551 0.1132
C -1.337 -0.365 -0.742 1.0701 -0.0504 -0.4036
C -2.476 -1.253 -0.702 -0.8500 -0.7654 -0.2284
C -3.800 -0.731 -0.742 0.6425 -0.0090 -0.0253
C -4.904 -1.564 -0.806 0.0500 0.0525 0.0144
C -4.765 -2.958 -0.838 0.2789 0.3608 -0.0543
C -5.965 -3.837 -0.997 -0.2271 -0.2845 0.1374
C -3.474 -3.497 -0.736 0.1086 0.1614 -0.0460
C -2.360 -2.674 -0.669 0.0977 0.4513 -0.0310
C 2.419 -2.295 -0.283 0.2272 0.0966 -0.2722
C 3.566 -3.061 -0.469 -0.3499 0.2758 0.3498
H 5.853 -4.323 -0.831 0.0923 0.1284 0.0975
H 6.614 -2.988 -1.705 -0.0585 0.0341 0.0686
H 6.731 -3.042 0.052 -0.0703 -0.1063 -0.0762
H 5.836 -0.597 -0.953 -0.2485 0.0707 0.1698
H 3.804 0.809 -0.664 -0.1269 -0.2602 -0.2066
H 1.354 0.897 -1.009 -0.2459 -1.0284 0.1889
H 0.056 -1.889 -0.975 0.1691 0.3343 0.5266
H -1.565 0.708 -0.801 0.0794 -0.2556 0.4202
H -3.921 0.351 -0.743 -0.0811 -0.1398 0.0060
H -5.906 -1.135 -0.842 0.2538 -0.0402 -0.0316
H -5.674 -4.893 -1.020 -0.1022 0.1984 -0.0739
H -6.657 -3.707 -0.156 0.1036 0.0246 -0.1289
H -6.527 -3.601 -1.912 0.2444 -0.0381 0.2298
H -3.354 -4.580 -0.723 0.0295 0.2897 -0.0193
H -1.373 -3.130 -0.608 -0.3261 0.0218 0.0423
H 1.493 -2.786 0.017 0.2718 0.0692 -0.3152
H 3.500 -4.146 -0.455 0.0264 0.1847 0.2380
C -3.330 3.715 -0.935 1.5085 0.0000 0.5289
C -1.988 3.406 -1.138 -0.9160 0.0908 0.3625
N -1.311 3.895 -0.041 0.3481 0.2612 0.2928
C 0.151 3.782 0.212 -0.8109 0.0251 -0.1071
C 0.499 2.787 1.341 -0.2925 0.5212 0.5696
C 1.752 3.224 2.102 0.0714 -0.0398 0.0037
C 2.304 1.938 2.757 0.2293 0.1545 0.0995
C 1.427 0.790 2.219 -0.6638 0.4959 0.7174
N 0.730 1.354 1.025 -0.6895 -0.4556 0.8175
C -2.242 4.522 0.778 -0.3788 -1.0479 -1.6590
N -3.463 4.401 0.255 0.8280 0.1352 0.3212
H -4.156 3.471 -1.590 0.0300 0.1944 0.2221
H -1.488 2.910 -1.963 -0.0174 0.1528 0.2100
H 0.622 3.518 -0.746 -0.0083 0.1349 0.3615
H 0.500 4.787 0.524 -0.0862 -0.5982 -0.2297
H -0.353 2.828 2.055 0.3052 -0.0413 -0.3006
H 2.463 3.703 1.414 -0.0356 -0.2348 0.1873
H 1.471 3.971 2.850 0.1452 -0.0522 -0.1605
H 3.352 1.773 2.490 -0.0967 0.1089 0.1114
H 2.236 2.007 3.860 0.1254 -0.1725 -0.6450
H 1.989 -0.119 1.973 -0.2155 0.2674 0.0391
H 0.687 0.570 3.017 0.2529 -0.2246 -0.5155
H -0.184 0.896 0.917 0.5257 0.3049 0.2392
H -1.931 5.027 1.689 -0.3337 -0.1379 -0.2295

---

No. 3
58
Properties=species:S:1:pos:R:3:forces:R:3 method="wB97M-V/def2-TZVPD" multiplicity=1 homo_lumo_gap_ev=6.19 e_lumo_ev=-4.084 charge=+1 total_energy_ev=-30873.1097 e_above_lowest_kcal_mol=61.1 largest_force_ha_per_bohr=0.0524
C -5.273 1.545 -4.091 0.0283 0.3497 0.0487
N -4.956 0.263 -3.502 -0.9042 -0.0069 0.4558
C -5.220 -0.813 -4.434 0.3427 -0.1867 -0.0095
C -4.000 0.171 -2.468 0.5209 0.0306 -0.3554
C -4.369 0.352 -1.114 -0.0720 -0.0775 -0.1974
C -3.427 0.230 -0.097 0.3074 -0.2048 -0.8492
C -2.071 -0.063 -0.404 -1.3717 0.0438 -1.6206
C -1.146 -0.512 0.603 -1.2148 0.5056 2.3541
C 0.206 -0.661 0.213 1.7127 -0.3532 0.9074
C 1.221 -0.792 1.123 -1.3638 0.0418 -0.8030
C 2.535 -1.181 0.713 1.7599 -0.4804 -0.2635
C 3.425 -1.650 1.714 -0.8084 0.5092 -0.2885
C 4.716 -2.018 1.412 0.6003 -0.0404 -0.7710
C 5.190 -1.895 0.083 -0.7197 -0.0332 -0.0857
N 6.545 -2.116 -0.187 0.7692 -0.3719 0.5820
C 7.049 -3.337 -0.780 -0.3212 0.0956 -0.0019
C 7.452 -1.007 -0.367 -0.2602 0.0881 -0.0187
C 4.294 -1.539 -0.957 0.1539 -0.1680 1.0368
C 2.990 -1.199 -0.643 -0.2806 0.2097 0.3383
C -1.688 -0.021 -1.784 -0.1184 -0.4233 0.3000
C -2.643 -0.019 -2.796 -0.1779 0.2440 0.4563
H -5.128 2.363 -3.369 -0.1041 -0.2824 -0.2685
H -4.655 1.742 -4.990 -0.0680 0.0665 0.2642
H -6.323 1.522 -4.428 0.3127 0.1962 0.1932
H -5.126 -1.787 -3.929 -0.0849 0.3044 -0.2836
H -6.256 -0.669 -4.795 0.4759 -0.3245 0.1200
H -4.547 -0.782 -5.319 -0.2329 -0.1424 0.2676
H -5.432 0.517 -0.885 0.6015 0.0618 -0.1220
H -3.706 0.418 0.933 -0.1509 -0.3642 -0.0864
H -1.510 -1.055 1.555 0.5593 0.1403 -2.3931
H 0.461 -0.765 -0.851 -0.3235 0.1290 0.8620
H 1.024 -0.586 2.193 0.1656 -0.4279 -0.6350
H 3.040 -1.703 2.733 0.2441 -0.0041 -0.1585
H 5.402 -2.393 2.176 -0.2233 0.2434 -0.2845
H 6.356 -4.161 -0.581 0.2451 0.0707 -0.0818
H 7.190 -3.219 -1.867 -0.0347 -0.2120 0.0442
H 8.032 -3.549 -0.334 -0.2638 -0.1599 -0.1433
H 7.061 -0.114 0.131 0.1850 -0.1310 -0.1007
H 8.419 -1.287 0.068 -0.0760 0.2573 -0.0524
H 7.605 -0.797 -1.437 0.0693 0.1957 0.0634
H 4.655 -1.527 -1.985 -0.1083 0.0699 0.2430
H 2.347 -0.904 -1.477 0.0959 -0.0120 0.4440
H -0.635 0.004 -2.084 -0.5595 -0.3487 0.1732
H -2.350 -0.139 -3.851 -0.1301 0.2699 0.6149
C -2.229 3.880 4.979 -0.1735 0.1227 0.5041
C -1.994 2.845 3.931 0.0049 0.2453 0.0304
C -1.496 3.211 2.685 0.1274 -0.4316 -0.5592
C -1.273 2.230 1.718 -0.1602 -0.1744 0.2423
N -1.551 0.930 1.958 0.7452 1.2215 0.9014
C -2.027 0.572 3.173 0.2608 0.4467 -0.4368
C -2.263 1.502 4.173 0.0351 -0.0614 -0.2354
H -2.622 3.436 5.885 -0.0865 -0.1541 0.1676
H -1.330 4.417 5.267 0.3069 -0.0543 -0.1608
H -2.940 4.644 4.679 -0.1409 0.0127 -0.3124
H -1.283 4.255 2.470 0.0203 -0.2094 -0.0400
H -0.863 2.498 0.729 -0.2889 -0.3680 0.5193
H -2.228 -0.481 3.371 0.0997 0.0995 -0.3080
H -2.654 1.194 5.140 0.0730 -0.0629 -0.2076